1) {"formula": "H18NO12", "method": "ωB97M-V/def2-TZVPD", "charge": -1, "e_homo_ha": -0.249, "species": ["N", "O", "O", "O", "O", "H", "H", "O", "H", "H", "O", "H", "H", "O", "H", "H", "O", "H", "H", "O", "H", "H", "O", "H", "H", "O", "H", "H", "O", "H", "H"], "coordinates": [[-0.494, 0.926, -0.311], [0.408, 0.384, -0.942], [-0.083, 1.913, 0.310], [-1.310, 0.184, 0.219], [2.042, 3.700, 0.100], [2.786, 3.310, 0.570], [1.292, 3.056, 0.231], [3.645, 0.931, -0.959], [2.879, 1.128, -1.486], [4.306, 0.738, -1.653], [1.183, -0.598, 1.808], [0.778, -0.029, 1.129], [0.872, -0.302, 2.629], [-3.041, -1.335, 1.821], [-2.197, -1.802, 1.806], [-2.803, -0.480, 1.437], [-0.559, -2.534, 1.276], [-0.154, -1.642, 1.363], [-0.514, -2.841, 2.186], [-2.950, -1.326, -1.421], [-2.685, -0.719, -0.747], [-2.515, -0.908, -2.166], [-1.312, -0.649, -3.698], [-1.762, -0.494, -4.551], [-0.692, 0.023, -3.661], [1.927, -1.922, -0.947], [1.301, -1.179, -1.002], [2.520, -1.774, -1.661], [-1.281, 1.297, 2.923], [-0.458, 1.402, 3.372], [-1.130, 1.543, 2.024]], "mulliken_charge": [0.66, -0.55, -0.91, -0.53, -0.66, 0.29, 0.48, -0.59, 0.31, 0.27, -0.70, 0.38, 0.29, -0.68, 0.38, 0.36, -0.72, 0.49, 0.27, -0.63, 0.38, 0.34, -0.61, 0.29, 0.29, -0.60, 0.44, 0.25, -0.62, 0.28, 0.35]}

---

2) {"formula": "H18NO12", "method": "ωB97M-V/def2-TZVPD", "charge": -1, "e_homo_ha": -0.264, "species": ["N", "O", "O", "O", "O", "H", "H", "O", "H", "H", "O", "H", "H", "O", "H", "H", "O", "H", "H", "O", "H", "H", "O", "H", "H", "O", "H", "H", "O", "H", "H"], "coordinates": [[-34.246, -26.448, -0.738], [-33.394, -27.411, -0.561], [-35.442, -26.814, -0.675], [-33.878, -25.366, -0.366], [-32.539, -23.728, 1.506], [-33.093, -24.416, 1.027], [-33.144, -23.065, 1.860], [-35.159, -22.661, 1.168], [-35.384, -23.669, 1.381], [-35.808, -22.132, 1.689], [-31.883, -29.680, -1.402], [-32.366, -28.962, -1.097], [-30.975, -29.477, -1.689], [-37.374, -27.007, -2.963], [-38.236, -27.094, -2.546], [-36.855, -26.837, -2.096], [-32.630, -28.125, 2.675], [-33.224, -28.421, 1.865], [-32.973, -28.432, 3.548], [-34.400, -22.415, -1.754], [-35.229, -22.560, -2.023], [-34.362, -22.998, -0.955], [-30.734, -26.722, -0.847], [-30.280, -26.439, -1.698], [-31.652, -26.654, -0.861], [-36.009, -25.247, 1.682], [-35.737, -25.495, 0.799], [-36.258, -25.921, 2.231], [-35.289, -29.134, 0.810], [-35.042, -28.315, 0.334], [-35.397, -28.581, 1.687]], "mulliken_charge": [0.99, -0.80, -0.87, -0.55, -0.66, 0.36, 0.35, -0.65, 0.40, 0.26, -0.63, 0.50, 0.30, -0.63, 0.29, 0.37, -0.64, 0.36, 0.28, -0.62, 0.28, 0.36, -0.65, 0.29, 0.39, -0.68, 0.40, 0.26, -0.63, 0.28, 0.30]}

---

Which structure loses on stability? 2) does.

---

1) {"formula": "H18NO12", "method": "ωB97M-V/def2-TZVPD", "charge": -1, "e_homo_ha": -0.242, "species": ["N", "O", "O", "O", "O", "H", "H", "O", "H", "H", "O", "H", "H", "O", "H", "H", "O", "H", "H", "O", "H", "H", "O", "H", "H", "O", "H", "H", "O", "H", "H"], "coordinates": [[0.616, 0.329, -1.186], [0.820, 1.578, -1.131], [-0.478, -0.104, -1.630], [1.279, -0.391, -0.465], [1.532, 4.073, -0.006], [0.747, 4.550, 0.107], [1.401, 3.313, -0.591], [3.562, 1.013, 0.639], [2.695, 0.607, 0.363], [3.904, 0.416, 1.323], [-1.977, 2.629, -1.632], [-1.930, 3.414, -1.069], [-1.136, 2.199, -1.617], [-0.644, -2.700, -0.445], [-0.822, -3.431, -1.079], [-0.245, -1.881, -0.798], [-3.147, -2.009, -2.065], [-3.299, -2.081, -1.122], [-2.200, -1.920, -2.089], [-0.157, -0.826, 2.190], [-0.856, -0.703, 1.550], [0.546, -1.347, 1.747], [-2.144, -0.001, 0.751], [-1.761, 0.079, -0.108], [-2.791, -0.626, 0.414], [0.455, 1.745, 1.677], [0.176, 0.872, 1.952], [0.598, 1.671, 0.711], [1.637, -3.206, 1.437], [1.551, -3.215, 0.485], [2.067, -4.050, 1.686]], "mulliken_charge": [1.11, -0.74, -0.76, -0.69, -0.62, 0.27, 0.38, -0.67, 0.47, 0.27, -0.65, 0.29, 0.38, -0.64, 0.28, 0.30, -0.61, 0.32, 0.29, -0.75, 0.45, 0.31, -0.64, 0.28, 0.29, -0.63, 0.51, 0.24, -0.61, 0.29, 0.27]}

---

2) {"formula": "H18NO12", "method": "ωB97M-V/def2-TZVPD", "charge": -1, "e_homo_ha": -0.256, "species": ["N", "O", "O", "O", "O", "H", "H", "O", "H", "H", "O", "H", "H", "O", "H", "H", "O", "H", "H", "O", "H", "H", "O", "H", "H", "O", "H", "H", "O", "H", "H"], "coordinates": [[-0.821, -33.996, -12.792], [-0.071, -34.414, -11.884], [-0.299, -33.182, -13.589], [-2.042, -33.865, -12.505], [0.530, -32.165, -10.506], [-0.419, -32.011, -10.336], [0.506, -32.684, -11.321], [1.366, -34.145, -8.420], [2.365, -34.204, -8.469], [0.986, -34.124, -9.299], [0.621, -30.538, -13.485], [0.142, -31.362, -13.456], [-0.091, -29.885, -13.322], [-2.382, -34.366, -9.849], [-2.209, -34.282, -10.778], [-3.353, -34.261, -9.797], [-1.966, -31.705, -10.041], [-1.992, -32.645, -10.061], [-2.083, -31.461, -9.143], [2.585, -32.937, -14.445], [2.242, -32.332, -15.092], [1.834, -33.464, -14.301], [-2.533, -30.944, -12.998], [-2.293, -31.514, -13.742], [-2.152, -31.394, -12.230], [-1.952, -31.683, -15.795], [-1.518, -30.821, -15.816], [-1.281, -32.398, -15.627], [-4.729, -32.489, -12.021], [-3.958, -33.026, -12.224], [-4.385, -31.614, -11.743]], "mulliken_charge": [0.69, -0.57, -0.52, -0.67, -0.75, 0.55, 0.22, -0.66, 0.29, 0.37, -0.61, 0.33, 0.34, -0.74, 0.37, 0.31, -0.65, 0.39, 0.26, -0.63, 0.29, 0.32, -0.65, 0.40, 0.27, -0.69, 0.33, 0.34, -0.64, 0.38, 0.33]}

---

Which structure loses on stability? 2) does.

---

1) {"formula": "C4H12NO2", "method": "ωB97M-V/def2-TZVPD", "s_squared": 0.757, "spin_multiplicity": 2, "charge": 2, "e_homo_ha": [-0.715, -0.715], "species": ["C", "C", "C", "C", "O", "N", "H", "H", "H", "H", "H", "H", "H", "H", "H", "H", "H", "H", "O"], "coordinates": [[-1.220, -1.295, -0.212], [-0.611, -0.431, -1.343], [0.331, 0.756, -0.997], [-0.470, 1.863, -0.379], [-0.812, 1.813, 0.759], [-0.458, -1.256, 1.109], [-2.264, -1.099, -0.010], [-1.193, -2.336, -0.531], [-0.131, -1.068, -2.086], [-1.480, -0.070, -1.908], [1.195, 0.414, -0.426], [0.835, 0.976, -1.944], [-0.747, 2.751, -0.997], [-0.322, -0.319, 1.433], [0.448, -1.694, 0.924], [-0.926, -1.725, 1.887], [3.062, 1.004, 0.952], [2.514, 0.930, 2.343], [2.247, 0.787, 1.426]], "mulliken_charge": [-0.69, -0.67, -0.42, 0.31, -0.04, -0.20, 0.42, 0.39, 0.46, 0.40, 0.21, 0.39, 0.46, 0.18, 0.39, 0.40, 0.31, 0.31, -0.61]}

---

2) {"formula": "C4H12NO2", "method": "ωB97M-V/def2-TZVPD", "s_squared": 0.761, "spin_multiplicity": 2, "charge": 2, "e_homo_ha": [-0.703, -0.703], "species": ["C", "C", "C", "N", "C", "H", "H", "H", "H", "H", "H", "H", "H", "H", "H", "O", "H", "H", "O"], "coordinates": [[2.637, 0.604, 1.631], [1.740, 0.021, 0.629], [1.296, 0.536, -0.589], [0.119, 0.075, -1.154], [-0.422, 0.741, -2.133], [2.309, 1.556, 2.081], [2.799, 0.021, 2.524], [3.625, 0.765, 1.166], [1.531, -1.047, 0.753], [1.984, 1.091, -1.228], [-0.366, -0.786, -0.689], [-1.493, 0.684, -2.288], [0.190, 1.417, -2.723], [-3.828, -0.459, 0.063], [-3.552, 0.651, 1.175], [-3.137, -0.026, 0.606], [-1.825, -1.200, 0.763], [-0.909, -2.352, 0.976], [-0.921, -1.507, 0.493]], "mulliken_charge": [-1.08, -0.02, 0.20, 0.09, -0.03, 0.35, 0.38, 0.37, 0.34, 0.43, 0.33, 0.30, 0.27, 0.35, 0.33, -0.69, 0.34, 0.38, -0.63]}

---

Which structure loses on stability? 2) does.

---

1) {"formula": "CH11O5", "method": "ωB97M-V/def2-TZVPD", "charge": -1, "e_homo_ha": -0.171, "species": ["C", "O", "H", "H", "H", "H", "H", "O", "H", "H", "O", "H", "H", "O", "H", "H", "O"], "coordinates": [[2.920, -0.391, 0.499], [2.348, -1.487, 1.292], [3.581, -0.797, -0.257], [3.401, 0.255, 1.242], [2.140, 0.178, -0.009], [-1.609, 0.898, -0.353], [-3.125, 0.899, -0.706], [-2.377, 1.478, -0.568], [1.435, -1.200, 1.106], [-0.300, 0.267, 0.836], [-0.420, -0.347, 0.098], [-1.818, 2.557, -2.362], [-0.550, 2.525, -3.256], [-1.118, 3.095, -2.749], [-0.745, -3.207, 1.086], [-0.923, -1.636, 1.235], [-0.839, -2.484, 1.739]], "mulliken_charge": [-0.50, -0.53, 0.20, 0.20, 0.25, 0.42, 0.27, -0.71, 0.38, 0.25, -1.22, 0.34, 0.30, -0.65, 0.27, 0.39, -0.68]}

---

2) {"formula": "CH11O5", "method": "ωB97M-V/def2-TZVPD", "charge": -1, "e_homo_ha": -0.172, "species": ["C", "O", "H", "H", "H", "H", "H", "O", "H", "H", "O", "H", "H", "O", "H", "H", "O"], "coordinates": [[2.892, -0.206, 0.154], [2.114, -1.281, 0.637], [3.943, -0.398, 0.364], [2.653, 0.756, 0.622], [2.792, -0.119, -0.936], [-1.675, 1.330, -0.038], [-1.937, 2.597, 0.806], [-2.195, 2.155, -0.005], [1.181, -0.998, 0.472], [-0.551, -0.435, 1.674], [-0.555, -0.523, 0.715], [-1.649, 2.734, -2.264], [-0.644, 1.675, -2.621], [-0.860, 2.595, -2.804], [-0.559, -3.579, 0.690], [-0.936, -2.079, 0.945], [-1.045, -3.027, 1.309]], "mulliken_charge": [-0.57, -0.49, 0.23, 0.24, 0.21, 0.35, 0.28, -0.66, 0.38, 0.20, -1.15, 0.33, 0.32, -0.67, 0.26, 0.44, -0.71]}

---

Which structure loses on stability? 1) does.

---

1) {"formula": "BH18O7", "method": "ωB97M-V/def2-TZVPD", "charge": -1, "e_homo_ha": -0.212, "species": ["B", "H", "H", "H", "H", "O", "H", "H", "O", "H", "H", "O", "H", "H", "O", "H", "H", "O", "H", "H", "O", "H", "H", "O", "H", "H"], "coordinates": [[-0.058, -0.130, 0.116], [-1.188, -0.329, 0.086], [0.510, -1.212, 0.312], [-0.027, 0.475, -0.891], [0.071, 0.651, 0.924], [-0.960, -3.420, -1.362], [-0.547, -4.166, -1.109], [-0.575, -2.806, -0.823], [-1.873, -0.479, 3.144], [-1.184, -0.679, 2.556], [-1.457, -0.927, 3.886], [-1.258, 3.605, 0.391], [-1.548, 3.938, 1.186], [-1.000, 2.645, 0.517], [2.491, -0.967, 2.961], [1.886, -0.319, 2.503], [2.096, -1.729, 2.975], [-2.223, 1.493, -2.760], [-3.011, 1.141, -3.263], [-1.924, 0.865, -2.116], [1.792, -0.794, -3.115], [1.224, -1.076, -3.892], [1.118, -0.766, -2.403], [2.649, 1.923, -0.047], [2.489, 1.174, -0.603], [2.507, 1.889, 0.830]], "mulliken_charge": [0.36, -0.17, -0.28, -0.33, -0.38, -0.61, 0.26, 0.33, -0.62, 0.30, 0.30, -0.67, 0.27, 0.34, -0.64, 0.36, 0.26, -0.66, 0.30, 0.36, -0.67, 0.30, 0.36, -0.63, 0.31, 0.26]}

---

2) {"formula": "BH18O7", "method": "ωB97M-V/def2-TZVPD", "charge": -1, "e_homo_ha": -0.193, "species": ["B", "H", "H", "H", "H", "O", "H", "H", "O", "H", "H", "O", "H", "H", "O", "H", "H", "O", "H", "H", "O", "H", "H", "O", "H", "H"], "coordinates": [[0.745, 0.432, -0.634], [1.737, -0.210, -0.987], [1.135, 1.574, -0.385], [-0.049, 0.582, -1.608], [0.158, -0.106, 0.391], [-3.326, -0.023, -3.060], [-2.501, -0.290, -2.649], [-3.522, -0.951, -3.268], [0.411, -2.963, -0.590], [0.851, -2.263, -0.144], [0.814, -3.743, -0.277], [-2.560, -1.595, -0.611], [-1.965, -1.159, 0.074], [-3.363, -1.093, -0.652], [-1.886, 2.045, 0.182], [-2.631, 2.410, -0.372], [-1.356, 1.630, -0.469], [3.255, 0.619, 1.539], [3.200, 0.221, 0.661], [3.732, -0.005, 2.086], [1.710, -2.171, 2.553], [2.356, -2.811, 2.337], [1.713, -1.441, 1.872], [0.140, 3.579, 1.404], [0.180, 4.439, 0.933], [1.024, 3.292, 1.674]], "mulliken_charge": [0.46, -0.28, -0.25, -0.31, -0.27, -0.66, 0.32, 0.33, -0.59, 0.32, 0.24, -0.66, 0.34, 0.31, -0.64, 0.30, 0.16, -0.66, 0.31, 0.29, -0.65, 0.29, 0.30, -0.59, 0.28, 0.30]}

---

Which structure loses on stability? 1) does.

---

1) {"formula": "C5H6N", "method": "ωB97M-V/def2-TZVPD", "s_squared": 2.010, "spin_multiplicity": 3, "charge": 1, "e_homo_ha": [-0.434, -0.581], "species": ["C", "C", "C", "C", "C", "N", "H", "H", "H", "H", "H", "H"], "coordinates": [[2.099, -0.189, 0.240], [1.271, -0.807, 0.879], [2.013, 0.731, -0.844], [-0.074, -1.187, 1.112], [-0.384, 1.212, -0.958], [0.791, 0.912, -1.070], [2.824, 0.760, -1.637], [-0.144, -2.284, 1.262], [-0.597, -0.735, 1.977], [-1.114, 0.491, -1.349], [-0.558, 2.262, -0.530], [-0.521, -0.854, 0.111]], "mulliken_charge": [0.05, 0.36, -0.27, -0.60, -0.39, 0.04, 0.34, 0.32, 0.32, 0.42, 0.31, 0.09]}

---

2) {"formula": "C5H6N", "method": "ωB97M-V/def2-TZVPD", "s_squared": 2.008, "spin_multiplicity": 3, "charge": 1, "e_homo_ha": [-0.470, -0.583], "species": ["C", "C", "C", "C", "C", "N", "H", "H", "H", "H", "H", "H"], "coordinates": [[-1.033, 1.885, -1.302], [-0.747, 0.532, -1.303], [2.056, -1.930, -1.307], [-1.155, 1.866, 0.143], [-0.945, 0.289, 0.573], [-0.673, -0.530, -0.668], [2.968, -1.416, -1.426], [1.418, -2.738, -1.666], [-0.335, 2.446, 0.524], [-1.965, 2.254, 0.769], [-0.160, 0.237, 1.275], [-1.701, -0.340, 1.172]], "mulliken_charge": [-0.34, 0.67, -0.75, -0.21, -0.45, -0.13, 0.42, 0.39, 0.33, 0.39, 0.33, 0.35]}

---

Which structure loses on stability? 2) does.